A single C4H10N2OS molecule in a non-equilibrium geometry, computed with ωB97M-V with the def2-TZVPD basis set.

Charge: 0
M, g mol⁻¹: 134.20
Orbital gap, eV: 9.64
ΔE to the lowest compared entry with this formula, charge and spin, kJ/mol: 395.2
Largest force on an atom, Eh/bohr: 0.101
Highest occupied orbital energy, eV: -8.949
2S+1: 1

Geometry as XYZ:
```
18
C4H10N2OS (ωB97M-V with the def2-TZVPD basis set)
C -1.57033 -0.55985 1.13893
C -1.40780 -0.08525 -0.22028
C 0.69662 -0.83409 -0.41892
C 1.11656 1.62870 -0.56125
H -2.17539 0.18567 1.82316
H -0.63859 -0.91478 1.59312
H -2.14405 -1.52166 1.01668
H -1.10540 0.92879 -0.19345
H -2.50769 -0.14981 -0.61537
H -0.74266 -1.69044 -1.39785
H 0.21480 1.34577 -1.29004
H 0.86603 2.42270 0.16349
H 1.98141 2.14042 -1.01716
H 2.82714 -0.59421 0.35754
N -0.51742 -0.66135 -1.17190
N 1.26525 0.35727 0.10704
O 2.45923 0.26189 0.82979
S 1.38231 -2.25977 -0.14353
```